(1)
Density functional theory data (ωB97M-V/def2-TZVPD) for a 2-piece molecular cluster, C7H12O overall at a distorted geometry.

The geometry in XYZ format:
```
20
Properties=species:S:1:pos:R:3:forces:R:3:lowdin_charge:R:1
C -1.55955 0.93487 1.85155 -2.249 -2.024 0.726 -0.040
C -1.32565 0.90081 0.36128 -1.293 -0.340 -0.695 -0.325
C -2.30610 1.24571 -0.53434 2.651 0.054 0.207 0.121
C -0.13579 -1.27553 -0.21292 -1.439 0.367 -0.173 0.243
C -0.17166 0.09290 -0.04372 3.438 1.844 -1.104 -0.107
C 1.20476 0.76871 -0.37179 -5.459 -5.123 -1.774 -0.004
C 1.67908 0.37538 -1.54905 2.731 1.729 -2.320 0.109
H -0.81719 0.99806 2.64402 0.794 0.206 -0.773 0.084
H -2.08753 -0.08574 2.08998 0.756 1.737 -0.249 0.136
H -2.29028 1.71301 2.05470 -0.129 0.003 0.081 0.084
H -2.14310 1.23614 -1.64268 -0.277 -0.314 1.244 0.100
H -3.19392 1.69653 -0.14017 -0.399 0.188 -0.013 0.074
H 0.67255 -1.89236 -0.37931 2.409 -0.034 -0.423 0.038
H -0.93783 -1.92389 -0.25587 -2.632 -0.518 0.516 0.092
H 1.49858 1.43118 0.27537 2.008 4.031 3.024 0.064
H 2.59042 0.89864 -2.07187 -1.765 -1.028 1.306 0.144
H 1.14974 -0.28592 -2.22214 0.088 -0.408 0.350 0.094
H 2.89828 -1.85209 0.66699 -0.047 0.237 -0.312 0.088
H 2.72613 -2.93633 -0.30031 0.655 -2.894 -0.611 0.030
O 2.54906 -2.04009 -0.21971 0.159 2.285 0.991 -0.024
```
Forces are in eV/Å.

Summary:
Orbital gap (alpha / beta) ... 9.49 / 5.55 eV
Spin multiplicity ... 2
<S²> ... 0.765
HOMO energy (alpha / beta) ... -13.64 / -13.59 eV
Energy above the lowest of the compared OMol25 structures with the same formula, charge and spin ... 53.0 kcal/mol
Charge ... +1

***

(2)
Density functional theory data (ωB97M-V/def2-TZVPD) for C7H12O2 in the gas phase at a distorted geometry.

The geometry in XYZ format:
```
21
Properties=species:S:1:pos:R:3:forces:R:3:lowdin_charge:R:1
C -2.14105 -0.41635 -0.40081 0.411 0.929 -2.379 -0.139
C -1.45768 1.12981 -0.09071 -4.284 -1.671 4.872 -0.123
C -0.06996 0.70224 0.03093 3.021 0.028 2.388 -0.319
C 1.35587 1.17690 -0.31767 -0.868 4.257 1.445 -0.139
C 2.11559 -0.11321 -0.27526 5.164 -1.803 -1.401 -0.202
O 1.46651 -1.35690 -0.66384 -1.755 1.298 0.104 -0.049
C 0.30703 -1.47000 0.12723 -2.014 -5.015 0.150 -0.346
C 0.19829 -0.45085 1.08722 -5.083 2.094 1.697 -0.111
O -1.15370 -1.52390 -0.46099 0.423 0.615 -0.894 -0.184
H -3.05629 -0.85127 0.17202 1.758 1.379 -0.687 0.135
H -2.44533 -0.08134 -1.48328 0.061 -1.755 1.590 0.124
H -2.24369 1.40660 0.78415 2.578 0.294 -1.284 0.144
H -1.55044 1.84096 -0.84708 -0.655 0.761 -1.621 0.076
H -0.23856 0.22922 -0.89317 1.187 -1.458 -1.301 0.101
H 1.18714 1.89268 -1.12931 0.783 -1.012 -1.135 0.109
H 1.87595 1.98017 0.38523 -0.931 -2.027 -0.572 0.151
H 2.38171 -0.27767 0.80241 0.276 0.401 -1.212 0.113
H 3.21027 -0.23110 -0.90306 -3.175 0.928 1.674 0.194
H 0.21684 -2.49328 0.61287 0.731 0.764 -1.132 0.176
H 0.89483 -0.47047 1.90930 0.413 0.821 -0.097 0.127
H -0.85335 -0.62226 1.55382 1.958 0.175 -0.205 0.161
```
Forces are in eV/Å.

Summary:
Orbital gap ... 10.02 eV
SMILES ... C1C[C@H]2CCO[C@@H](C2)O1
HOMO energy ... -9.10 eV
Energy above the lowest of the compared OMol25 structures with the same formula, charge and spin ... 149.8 kcal/mol
Charge ... 0

***

(3)
Density functional theory data (ωB97M-V/def2-TZVPD) for C7H12O2 in the gas phase at a distorted geometry.

The geometry in XYZ format:
```
21
Properties=species:S:1:pos:R:3:forces:R:3:lowdin_charge:R:1
C 0.36180 0.35695 -2.32645 1.851 0.696 -0.624 -0.012
C 1.24678 0.46001 -1.10376 -2.763 -1.486 0.753 -0.408
O 2.17506 1.19427 -1.08430 1.315 0.388 0.581 0.121
C 0.69500 -0.46268 0.10810 -1.173 2.026 -1.301 -0.334
C 0.37012 -1.90908 -0.32768 0.053 0.967 2.017 0.004
O 1.14060 -0.00948 1.32951 1.362 0.235 0.454 0.028
C -0.23673 0.34374 1.10191 1.981 -1.862 -1.091 -0.432
C -0.54044 1.72337 0.67741 -2.083 2.738 -0.313 -0.023
C -0.99594 -0.43845 2.10994 -1.534 0.655 0.432 -0.016
H 0.49324 1.27635 -2.93304 0.031 -0.754 0.174 0.104
H -0.65776 0.17510 -2.16018 -1.382 -0.253 0.553 0.060
H 0.78253 -0.52188 -2.81053 -0.138 -0.031 -0.685 0.091
H 0.17947 -2.43911 0.63666 0.219 -0.111 -1.068 0.085
H 1.23430 -2.32571 -0.84433 -0.331 -0.286 -0.119 0.086
H -0.57051 -1.86595 -0.90584 0.694 -0.321 0.036 0.094
H 0.16302 2.03430 -0.10082 0.092 0.373 0.765 0.067
H -0.62181 2.48758 1.51639 0.627 -0.957 -0.826 0.107
H -1.55265 1.94491 0.12433 1.443 -1.294 1.077 0.124
H -0.89283 -0.13829 3.20507 -0.003 -0.049 -1.617 0.124
H -0.74719 -1.46253 2.00247 0.529 -0.909 0.317 0.048
H -2.02604 -0.42341 1.78515 -0.791 0.236 0.486 0.082
```
Forces are in eV/Å.

Summary:
Orbital gap ... 9.99 eV
SMILES ... CC(=O)[C@@]1(C)OC1(C)C
HOMO energy ... -9.22 eV
Energy above the lowest of the compared OMol25 structures with the same formula, charge and spin ... 47.2 kcal/mol
Charge ... 0

***

(4)
Density functional theory data (ωB97M-V/def2-TZVPD) for C7H12O3Pt as an isolated structure at a distorted geometry.

The geometry in XYZ format:
```
23
Properties=species:S:1:pos:R:3:forces:R:3:lowdin_charge:R:1
O -0.04009 -1.38248 1.14634 1.012 1.168 -0.427 0.187
C 0.66166 -0.35639 0.71843 3.495 -6.066 0.993 -0.483
O 0.16875 0.77336 0.62589 -0.746 -7.035 0.273 -0.145
Pt -0.01260 2.41705 0.46379 -0.687 11.203 -0.756 1.548
O 1.85365 -0.70009 0.42711 -2.118 0.609 0.322 0.196
C 2.85997 0.30712 0.10844 1.223 0.978 -0.140 -0.150
C 4.15962 -0.41127 -0.13244 0.239 -0.164 -0.107 -0.006
H 2.91964 0.99110 0.96388 0.013 -0.152 0.010 0.145
H 2.51524 0.84626 -0.78252 -0.016 -0.138 -0.091 0.140
H 4.47287 -0.96574 0.76057 -0.071 0.181 -0.185 0.117
H 4.92602 0.33868 -0.36622 -0.140 -0.173 0.052 0.122
H 4.07658 -1.10099 -0.98125 0.026 0.194 0.181 0.115
C -1.44213 -1.31788 1.08205 -1.658 -0.170 0.236 -0.110
H -1.83583 -2.35470 1.18102 0.237 0.006 0.176 0.222
H -1.89052 -0.75872 1.93022 0.107 -0.327 -0.016 0.202
C -2.01096 -0.83196 -0.12594 -2.399 1.258 -2.233 0.358
H -3.28231 0.34012 0.46389 -1.803 2.393 -1.955 0.183
C -2.55436 0.13508 -1.41023 3.431 -2.404 0.951 -0.122
C -3.49142 1.01658 -0.68175 1.035 -1.398 2.951 0.000
H -1.51619 0.53451 -1.56452 -1.200 0.097 -1.169 0.107
H -2.95735 -0.51571 -2.19859 0.489 0.160 0.034 0.156
H -3.07326 2.01745 -0.53985 -0.461 -0.146 0.105 0.084
H -4.50698 0.97861 -1.08835 -0.009 -0.076 0.794 0.134
```
Forces are in eV/Å.

Summary:
Orbital gap (alpha / beta) ... 7.43 / 4.87 eV
Spin multiplicity ... 4
<S²> ... 3.761
HOMO energy (alpha / beta) ... -22.39 / -22.46 eV
Charge ... +3

***

(5)
Density functional theory data (ωB97M-V/def2-TZVPD) for C7H12S in the gas phase.

The geometry in XYZ format:
```
20
Properties=species:S:1:pos:R:3:forces:R:3:lowdin_charge:R:1
C -0.34559 0.83602 1.94383 0.175 -0.029 -0.160 -0.053
C -0.26488 0.36136 0.50824 0.596 -0.176 -0.106 -0.267
C 0.78942 -0.30670 0.00719 -0.622 0.357 -0.293 -0.302
C 1.97587 -0.75306 0.80249 0.493 -0.283 -0.396 -0.064
C 0.90838 -0.72711 -1.45341 0.330 -0.038 0.097 -0.472
S -0.17758 0.10081 -2.62417 -0.027 0.090 -0.018 0.854
C -1.66495 0.01218 -1.61577 -0.165 -0.169 0.270 -0.498
C -1.48097 0.75447 -0.30002 0.204 -0.098 -0.080 -0.235
H -0.71778 1.87364 1.95254 0.210 -0.279 0.110 0.085
H 0.61550 0.77930 2.47683 -0.439 0.159 -0.218 0.069
H -1.07492 0.23100 2.48887 -0.020 0.044 0.076 0.083
H 2.85757 -0.13995 0.56591 -0.123 -0.135 -0.032 0.092
H 1.84153 -0.71986 1.86944 -0.149 -0.032 0.354 0.057
H 2.22399 -1.79327 0.52291 -0.016 0.355 0.153 0.089
H 1.93304 -0.53992 -1.83499 -0.441 -0.018 0.345 0.083
H 0.76421 -1.81208 -1.52046 -0.014 0.036 -0.017 0.082
H -1.91552 -1.04606 -1.43306 0.036 0.326 -0.093 0.087
H -2.47938 0.47378 -2.17973 0.105 -0.160 -0.047 0.073
H -1.42587 1.82994 -0.50487 -0.087 -0.023 0.074 0.119
H -2.36208 0.58552 0.32823 -0.048 0.072 -0.020 0.116
```
Forces are in eV/Å.

Summary:
Orbital gap ... 9.43 eV
SMILES ... CC1=C(C)CSCC1
HOMO energy ... -8.42 eV
Energy above the lowest of the compared OMol25 structures with the same formula, charge and spin ... 11.6 kcal/mol
Charge ... 0

***

Please write out number 2 again, unchanged.
Density functional theory data (ωB97M-V/def2-TZVPD) for C7H12O2 in the gas phase at a distorted geometry.

The geometry in XYZ format:
```
21
Properties=species:S:1:pos:R:3:forces:R:3:lowdin_charge:R:1
C -2.14105 -0.41635 -0.40081 0.411 0.929 -2.379 -0.139
C -1.45768 1.12981 -0.09071 -4.284 -1.671 4.872 -0.123
C -0.06996 0.70224 0.03093 3.021 0.028 2.388 -0.319
C 1.35587 1.17690 -0.31767 -0.868 4.257 1.445 -0.139
C 2.11559 -0.11321 -0.27526 5.164 -1.803 -1.401 -0.202
O 1.46651 -1.35690 -0.66384 -1.755 1.298 0.104 -0.049
C 0.30703 -1.47000 0.12723 -2.014 -5.015 0.150 -0.346
C 0.19829 -0.45085 1.08722 -5.083 2.094 1.697 -0.111
O -1.15370 -1.52390 -0.46099 0.423 0.615 -0.894 -0.184
H -3.05629 -0.85127 0.17202 1.758 1.379 -0.687 0.135
H -2.44533 -0.08134 -1.48328 0.061 -1.755 1.590 0.124
H -2.24369 1.40660 0.78415 2.578 0.294 -1.284 0.144
H -1.55044 1.84096 -0.84708 -0.655 0.761 -1.621 0.076
H -0.23856 0.22922 -0.89317 1.187 -1.458 -1.301 0.101
H 1.18714 1.89268 -1.12931 0.783 -1.012 -1.135 0.109
H 1.87595 1.98017 0.38523 -0.931 -2.027 -0.572 0.151
H 2.38171 -0.27767 0.80241 0.276 0.401 -1.212 0.113
H 3.21027 -0.23110 -0.90306 -3.175 0.928 1.674 0.194
H 0.21684 -2.49328 0.61287 0.731 0.764 -1.132 0.176
H 0.89483 -0.47047 1.90930 0.413 0.821 -0.097 0.127
H -0.85335 -0.62226 1.55382 1.958 0.175 -0.205 0.161
```
Forces are in eV/Å.

Summary:
Orbital gap ... 10.02 eV
SMILES ... C1C[C@H]2CCO[C@@H](C2)O1
HOMO energy ... -9.10 eV
Energy above the lowest of the compared OMol25 structures with the same formula, charge and spin ... 149.8 kcal/mol
Charge ... 0

***

Question: Which of these has the highest charge?
Answer: C7H12O3Pt